{
  "formula": "C56H59ClF7N3O4P2",
  "method": "ωB97M-V/def2-TZVPD",
  "elements": ["C", "C", "C", "C", "C", "C", "C", "O", "O", "C", "C", "N", "C", "O", "C", "Cl", "C", "C", "N", "C", "P", "N", "P", "O", "H", "H", "H", "H", "H", "H", "H", "H", "H", "H", "H", "H", "H", "H", "H", "H", "H", "H", "H", "H", "H", "H", "H", "H", "F", "C", "C", "C", "C", "C", "C", "H", "H", "H", "H", "H", "F", "C", "C", "C", "C", "C", "C", "H", "H", "H", "H", "H", "F", "C", "C", "C", "C", "C", "C", "H", "H", "H", "H", "H", "F", "C", "C", "C", "C", "C", "C", "H", "H", "H", "H", "H", "F", "C", "C", "C", "C", "C", "C", "H", "H", "H", "H", "H", "F", "C", "C", "C", "C", "C", "C", "H", "H", "H", "H", "H", "F", "C", "C", "C", "C", "C", "C", "H", "H", "H", "H", "H"],
  "xyz": [[2.560, 1.185, 5.876], [2.332, 0.332, 5.073], [2.062, -0.756, 4.096], [3.313, -0.710, 3.160], [4.050, -2.037, 2.871], [3.887, -2.543, 1.412], [3.172, -3.849, 1.269], [2.219, -4.012, 0.542], [3.709, -4.867, 1.976], [2.823, -5.600, 2.840], [3.194, -5.409, 4.300], [1.888, -1.988, 4.915], [0.605, -1.901, 5.492], [0.307, -2.402, 6.540], [-0.317, -1.055, 4.597], [-0.800, 0.359, 5.637], [-1.622, -1.748, 4.178], [-1.575, -3.278, 4.131], [-2.873, -3.873, 3.839], [0.636, -0.609, 3.451], [0.319, 1.096, 2.801], [0.701, 1.180, 1.272], [0.535, -1.710, 1.964], [-0.827, -1.872, 1.404], [3.024, 1.914, 6.512], [3.051, -0.196, 2.234], [4.030, -0.061, 3.656], [5.112, -1.828, 2.983], [3.820, -2.813, 3.596], [3.418, -1.778, 0.803], [4.884, -2.700, 0.997], [2.941, -6.654, 2.584], [1.780, -5.353, 2.639], [2.868, -6.267, 4.887], [4.269, -5.268, 4.404], [2.677, -4.540, 4.712], [2.505, -1.965, 5.725], [-1.973, -1.331, 3.237], [-2.372, -1.484, 4.925], [-1.273, -3.635, 5.115], [-0.875, -3.656, 3.387], [-3.151, -3.698, 2.879], [-3.594, -3.442, 4.407], [1.060, 2.018, 3.547], [-1.050, 1.300, 2.997], [1.403, 1.888, 1.098], [1.428, -1.162, 1.050], [1.034, -2.912, 2.487], [4.536, -3.018, -1.618], [3.766, -3.345, -2.686], [2.422, -3.591, -2.491], [1.654, -3.926, -3.597], [2.230, -4.012, -4.858], [3.586, -3.762, -5.020], [4.366, -3.422, -3.925], [2.004, -3.529, -1.491], [0.598, -4.119, -3.471], [1.623, -4.276, -5.713], [4.038, -3.836, -6.001], [5.425, -3.220, -4.021], [6.990, -3.048, 1.963], [7.906, -2.542, 1.105], [8.324, -1.239, 1.271], [9.257, -0.723, 0.383], [9.746, -1.507, -0.652], [9.305, -2.815, -0.798], [8.379, -3.346, 0.089], [7.923, -0.643, 2.081], [9.600, 0.296, 0.500], [10.468, -1.099, -1.345], [9.682, -3.426, -1.607], [8.024, -4.363, -0.003], [-3.663, 7.289, 2.778], [-3.065, 6.146, 2.382], [-3.850, 5.115, 1.904], [-3.233, 3.944, 1.489], [-1.853, 3.817, 1.567], [-1.087, 4.867, 2.054], [-1.691, 6.047, 2.464], [-4.924, 5.235, 1.858], [-3.832, 3.130, 1.104], [-1.374, 2.902, 1.238], [-0.010, 4.769, 2.114], [-1.113, 6.881, 2.839], [-4.519, 5.264, -2.202], [-5.296, 6.358, -2.069], [-6.194, 6.666, -3.072], [-6.993, 7.791, -2.926], [-6.881, 8.589, -1.796], [-5.969, 8.259, -0.803], [-5.170, 7.133, -0.934], [-6.260, 6.033, -3.947], [-7.707, 8.044, -3.699], [-7.507, 9.465, -1.692], [-5.876, 8.879, 0.079], [-4.457, 6.855, -0.170], [10.224, -1.653, -4.173], [9.486, -1.961, -5.261], [8.136, -2.199, -5.106], [7.384, -2.514, -6.229], [7.988, -2.592, -7.476], [9.349, -2.351, -7.603], [10.110, -2.028, -6.490], [7.689, -2.137, -4.121], [6.323, -2.699, -6.130], [7.399, -2.842, -8.348], [9.822, -2.415, -8.574], [11.170, -1.831, -6.566], [-3.833, -4.292, 0.756], [-5.031, -4.900, 0.880], [-6.070, -4.516, 0.057], [-7.298, -5.148, 0.192], [-7.473, -6.143, 1.143], [-6.414, -6.509, 1.963], [-5.181, -5.888, 1.834], [-5.914, -3.734, -0.674], [-8.119, -4.862, -0.451], [-8.433, -6.631, 1.246], [-6.547, -7.280, 2.710], [-4.343, -6.161, 2.461], [-9.838, 10.279, -2.854], [-10.551, 9.806, -3.897], [-11.844, 9.375, -3.681], [-12.570, 8.890, -4.760], [-11.998, 8.838, -6.023], [-10.694, 9.275, -6.212], [-9.960, 9.768, -5.143], [-12.267, 9.419, -2.687], [-13.587, 8.553, -4.611], [-12.568, 8.456, -6.860], [-10.245, 9.232, -7.195], [-8.945, 10.121, -5.268]],
  "atomic_forces_ev_per_a": [[1.0044, 0.5227, 0.4211], [-0.6182, -0.2324, -0.5315], [0.2322, 0.5752, 0.6298], [0.0933, -0.6398, 0.0838], [0.1548, 0.2722, -0.6291], [0.5343, -0.0212, 0.4138], [-0.5152, -0.1977, -0.8014], [0.0226, 0.0106, 0.5977], [0.0689, 0.7545, 0.6027], [0.0087, -1.0496, -0.0911], [-0.3300, 0.4286, -0.0479], [-0.3849, 0.8132, 0.4221], [-0.1184, -0.3031, -0.0626], [-0.0148, -0.0029, -0.0951], [-0.0327, -0.1406, -0.3412], [0.1529, 0.0752, -0.1130], [-0.1902, 0.0789, 0.4354], [-0.3452, -0.0658, 0.0264], [-0.2003, 0.0512, -0.1687], [0.1863, 0.3785, 0.4758], [0.3341, 0.0394, -1.6523], [0.0853, 0.0645, 0.4196], [-1.0601, -0.2599, -0.4585], [0.0286, 0.1124, 0.0324], [-0.4929, -0.1189, -0.0133], [-0.0974, -0.0087, -0.0022], [-0.0456, 0.0441, 0.0141], [-0.0111, -0.0463, 0.1888], [-0.1465, -0.0205, 0.0291], [-0.1299, -0.1804, -0.2110], [-0.0329, -0.0585, -0.0260], [0.0344, 0.0336, -0.1401], [0.0623, 0.1848, -0.1110], [0.0959, -0.0806, -0.0379], [0.0219, -0.1337, 0.0393], [0.1512, 0.0926, 0.0401], [0.4286, -0.4889, -0.3282], [0.0907, -0.0754, -0.0966], [0.0635, -0.0879, 0.0878], [0.1565, -0.0802, -0.0458], [0.0958, 0.0299, 0.0145], [0.1938, 0.0157, -0.1059], [0.0332, -0.0791, 0.1511], [-0.3799, -0.1309, 0.6451], [-0.0163, -0.0716, 0.4710], [-0.0047, -0.0301, -0.1871], [0.3619, -0.1394, 0.2499], [0.3847, 0.1542, 0.0270], [-0.0142, 0.0056, -0.0010], [-0.0436, -0.0417, -0.0390], [-0.0909, 0.0596, 0.1478], [0.0745, 0.0152, -0.0677], [-0.0324, -0.0170, -0.0159], [-0.0632, -0.0017, 0.0532], [0.1294, 0.0231, -0.0489], [0.0541, -0.0014, -0.2405], [-0.0114, -0.0035, 0.0194], [-0.0030, -0.0006, -0.0052], [0.0072, 0.0053, -0.0101], [0.0034, -0.0236, 0.0317], [0.0798, -0.0255, 0.0456], [0.0678, 0.0432, -0.1020], [-0.0558, 0.0837, 0.0997], [0.0020, -0.0588, -0.0456], [0.0189, 0.0114, -0.0129], [-0.0051, 0.0587, 0.0310], [-0.0473, -0.1215, -0.0346], [0.0038, -0.0217, 0.0136], [-0.0092, 0.0159, 0.0063], [0.0080, -0.0005, -0.0394], [0.0098, -0.0068, -0.0071], [-0.0261, 0.0110, 0.0105], [-0.0067, 0.0155, -0.0114], [0.0571, -0.1008, -0.0281], [-0.1750, -0.0255, -0.0017], [0.0906, 0.0718, 0.0668], [0.0093, -0.1396, -0.0482], [-0.0803, -0.0401, 0.0020], [0.0890, 0.0866, 0.0498], [0.0043, 0.0253, 0.0049], [-0.0134, -0.0014, -0.0087], [0.0361, 0.0451, -0.0797], [0.0150, 0.0185, -0.0242], [-0.0230, 0.0083, 0.0112], [0.0041, -0.0123, 0.0015], [-0.0717, 0.0851, 0.0108], [-0.0247, -0.0607, -0.1064], [0.0312, 0.0209, 0.0599], [-0.0437, 0.0548, 0.0070], [-0.0432, -0.0257, -0.0917], [0.0997, 0.0032, 0.1242], [0.0098, -0.0185, 0.0141], [-0.0079, -0.0068, -0.0109], [-0.0114, -0.0006, -0.0012], [0.0072, -0.0091, 0.0203], [0.0317, -0.0131, -0.0352], [0.0182, 0.0015, 0.0452], [-0.0797, -0.0324, -0.1023], [-0.0820, -0.0072, 0.1165], [0.0913, -0.0042, -0.0350], [-0.0308, -0.0095, -0.0231], [-0.0619, -0.0075, 0.0298], [0.1278, 0.0205, -0.0187], [0.0251, 0.0299, 0.0070], [-0.0141, 0.0139, 0.0094], [-0.0027, 0.0008, -0.0069], [0.0130, 0.0128, -0.0081], [0.0012, -0.0068, 0.0252], [-0.0256, 0.0224, -0.0264], [-0.1769, -0.1363, 0.0669], [0.0473, 0.1413, -0.1321], [0.0245, -0.0477, 0.0586], [-0.0325, -0.0122, 0.0056], [-0.0483, 0.0617, -0.0760], [0.1663, -0.0710, 0.1164], [0.0243, -0.0046, 0.0026], [-0.0032, 0.0199, -0.0076], [-0.0045, -0.0039, 0.0016], [0.0154, -0.0156, 0.0045], [0.0176, 0.0658, 0.0021], [0.0169, 0.0112, 0.0306], [-0.0382, -0.0466, -0.0966], [-0.0655, -0.0008, 0.1126], [0.0618, 0.0083, -0.0545], [-0.0223, -0.0117, -0.0203], [-0.0572, -0.0155, 0.0389], [0.1202, 0.0250, -0.0306], [0.0177, 0.0166, 0.0054], [-0.0073, -0.0102, 0.0161], [-0.0011, -0.0023, -0.0066], [0.0111, 0.0143, -0.0088], [0.0000, 0.0029, 0.0239]],
  "orbital_gap_ev": 9.39,
  "energy_ev": -121808.78791,
  "smiles": "C#C[C@@]1(CCCC(=O)OCC)NC(=O)[C@](Cl)(CCN)[C@]1([PH2]=N)[PH2]=O.Fc1ccccc1.Fc1ccccc1.Fc1ccccc1.Fc1ccccc1.Fc1ccccc1.Fc1ccccc1.Fc1ccccc1",
  "spin_multiplicity": 1
}